Computed, not measured: 2 unconnected molecules or ions with the total composition C3H7NO2, with ωB97M-V/def2-TZVPD.

Calculated values
Relative energy (zero: lowest compared OMol25 entry of this formula, charge and spin) (kcal per mole): 25.8
HOMO (eV): -9.963
Lowest unoccupied orbital energy (eV): 0.59

XYZ file:
```
13
Properties=species:S:1:pos:R:3:forces:R:3:mulliken_charge:R:1
N -0.865568 -1.014841 -1.082090 -0.17 0.02 0.05 -0.376
C -0.931387 0.351409 -1.154875 -0.05 0.05 -0.10 0.535
O -1.756699 0.943208 -1.829249 0.30 -0.19 0.20 -0.606
C 0.122156 1.096503 -0.390782 0.20 0.01 0.02 -0.247
C 1.309026 0.583314 -0.069078 -0.12 0.11 -0.16 -0.745
O 0.075357 -0.982247 2.082585 0.02 0.05 0.17 -0.676
H -0.477209 -1.457080 -0.258250 0.00 0.11 -0.15 0.242
H -1.618385 -1.498299 -1.550635 0.08 0.03 0.10 0.238
H -0.242850 -0.139368 1.735071 0.02 -0.09 0.05 0.357
H -0.138364 2.127750 -0.165256 0.07 -0.13 -0.07 0.325
H 1.577518 -0.439253 -0.324433 -0.06 0.19 0.01 0.310
H 2.064621 1.164881 0.453407 -0.15 0.00 -0.10 0.314
H 0.881788 -0.735978 2.553583 -0.13 -0.15 -0.04 0.328
```
Positions in Å, forces in eV/Å.